# 1
14
Properties=species:S:1:pos:R:3 method="wB97M-V/def2-TZVPD" energy_ev=-25420.7570 lumo_ev=0.3 de_lowest_ev=1.187
C -0.068 -0.843 0.036
C -0.587 -0.231 1.285
C -0.639 -0.116 -1.103
C -1.322 0.842 0.994
C -1.328 0.934 -0.511
P 1.691 -0.265 -0.332
S 3.060 -0.454 1.099
H 0.117 -1.895 0.072
H -0.226 -0.587 2.341
H -0.632 -0.423 -2.155
H -1.711 1.587 1.671
H -1.872 1.724 -1.078
H 1.529 0.932 -0.889
H 1.989 -1.206 -1.430

=====

# 2
13
Properties=species:S:1:pos:R:3 method="wB97M-V/def2-TZVPD" energy_ev=-5309.8399 spin_multiplicity=2 lumo_ev="4.4 / 4.3" charge=-1 de_lowest_ev=2.731 s2=0.753
C 0.575 -0.163 -1.466
C 0.432 1.277 -1.543
C 0.067 -1.034 -0.191
C 0.132 -0.353 1.237
C -0.975 0.005 1.948
H 0.806 -0.769 -2.445
H 0.814 1.998 -2.257
H 0.170 1.657 -0.485
H 0.504 -2.039 -0.207
H -0.956 -1.341 -0.467
H 0.901 0.445 1.382
H -0.718 0.976 2.478
H -1.752 -0.661 2.015

=====

# 3
13
Properties=species:S:1:pos:R:3 method="wB97M-V/def2-TZVPD" energy_ev=-5310.9060 lumo_ev=0.3 de_lowest_ev=3.261
C -1.632 0.525 -0.501
C -0.693 -0.462 0.192
C 0.572 0.710 1.601
C 0.738 0.103 0.468
C 1.867 -0.187 -0.482
H -1.974 1.288 0.206
H -2.512 0.007 -0.899
H -1.132 1.040 -1.328
H -0.495 -1.337 -0.435
H -1.169 -0.849 1.100
H 2.797 0.307 -0.189
H 2.054 -1.269 -0.510
H 1.615 0.131 -1.501

=====

# 4
13
Properties=species:S:1:pos:R:3 method="wB97M-V/def2-TZVPD" energy_ev=-5310.8812 lumo_ev=0.4 de_lowest_ev=3.286
C -0.867 2.295 -0.423
C -0.291 1.114 -0.214
C 0.098 0.363 0.896
C -0.039 -0.993 0.589
C 0.810 -1.767 -0.387
H -1.166 2.924 0.405
H -0.892 2.747 -1.403
H -0.512 0.103 -0.891
H 0.156 0.775 1.898
H -0.368 -1.632 1.410
H 0.258 -2.631 -0.761
H 1.706 -2.150 0.111
H 1.107 -1.147 -1.231

=====

# 5
13
Properties=species:S:1:pos:R:3 method="wB97M-V/def2-TZVPD" energy_ev=-5312.7900 lumo_ev=1.1 de_lowest_ev=1.377 smiles=C#CCCC
C 1.393 0.949 1.050
C 0.788 -0.049 0.673
C 0.150 -1.275 0.178
C -1.375 -1.128 0.018
C -1.863 -0.106 -1.006
H 1.911 1.833 1.399
H 0.545 -1.630 -0.785
H 0.372 -2.073 0.884
H -1.780 -2.088 -0.275
H -1.828 -0.906 0.967
H -1.646 -0.425 -2.029
H -1.433 0.857 -0.868
H -2.947 -0.048 -0.937

=====

# 6
13
Properties=species:S:1:pos:R:3 method="wB97M-V/def2-TZVPD" energy_ev=-5309.7402 lumo_ev="-0.4 / -0.6" de_lowest_ev=4.427 smiles="C1=CCCC=1.[H][H]"
C 0.868 -0.814 0.879
C 1.363 0.261 0.209
C 0.262 1.071 -0.438
C -0.955 0.658 0.471
C -0.486 -0.705 0.922
H 2.388 0.628 0.254
H 0.046 0.806 -1.483
H 0.501 2.141 -0.418
H -1.909 0.580 -0.064
H -1.090 1.394 1.274
H -1.183 -1.536 1.034
H 0.374 -2.250 -1.129
H -0.190 -2.335 -1.609

=====

# 7
13
Properties=species:S:1:pos:R:3 method="wB97M-V/def2-TZVPD" energy_ev=-5298.9512 spin_multiplicity=2 lumo_ev="-7.9 / -7.0" charge=+1 de_lowest_ev=6.322 s2=0.884
C -0.807 0.173 -1.174
C -1.097 -0.986 -0.291
C -0.600 0.444 0.244
C 0.854 0.368 0.649
C 1.894 0.596 -0.155
H -1.381 0.980 -1.625
H -0.437 -1.832 -0.452
H -2.156 -1.219 -0.242
H -1.100 1.181 0.861
H -0.768 -1.183 1.572
H 1.022 0.102 1.690
H 2.900 0.837 0.134
H 1.677 0.539 -1.213

=====

# 8
18
Properties=species:S:1:pos:R:3 method="wB97M-V/def2-TZVPD" energy_ev=-33444.5855 lumo_ev=0.1 de_lowest_ev=0.984
C 1.124 1.530 -0.027
C 0.909 0.110 -0.200
C -0.341 -0.408 -0.168
C -1.492 0.349 -0.207
C -2.824 0.000 -0.030
S -4.139 1.111 -0.061
Cl -3.393 -1.650 0.129
B 2.151 -0.943 -0.083
O 1.783 -2.275 -0.029
O 3.371 -0.371 -0.123
H 0.367 2.093 -0.760
H 2.260 1.757 -0.055
H 0.800 1.841 0.902
H -0.481 -1.432 -0.216
H -1.495 1.473 -0.043
H -5.137 0.570 0.655
H 2.467 -2.932 -0.019
H 4.069 -0.820 0.334

=====

# 9
15
Properties=species:S:1:pos:R:3 method="wB97M-V/def2-TZVPD" energy_ev=-7474.9042 lumo_ev="0.3 / -0.9" de_lowest_ev=6.067
B 1.213 0.367 0.010
C 0.662 1.123 -1.261
C -0.330 0.782 -2.069
C -1.076 -0.514 -2.026
C -2.068 -0.577 -1.176
C 0.215 -0.738 2.202
N 0.323 0.024 0.999
H 2.239 0.423 0.306
H 1.090 2.039 -1.704
H -0.563 1.538 -2.887
H -0.659 -1.182 -2.674
H -2.636 -0.333 -0.285
H -0.913 -0.925 2.348
H 0.583 -1.755 2.066
H 0.550 -0.214 3.222

=====

What did the fifth record say?
13
Properties=species:S:1:pos:R:3 method="wB97M-V/def2-TZVPD" energy_ev=-5312.7900 lumo_ev=1.1 de_lowest_ev=1.377 smiles=C#CCCC
C 1.393 0.949 1.050
C 0.788 -0.049 0.673
C 0.150 -1.275 0.178
C -1.375 -1.128 0.018
C -1.863 -0.106 -1.006
H 1.911 1.833 1.399
H 0.545 -1.630 -0.785
H 0.372 -2.073 0.884
H -1.780 -2.088 -0.275
H -1.828 -0.906 0.967
H -1.646 -0.425 -2.029
H -1.433 0.857 -0.868
H -2.947 -0.048 -0.937